[1]
The following is a DFT calculation (ωB97M-V/def2-TZVPD) of 2 unconnected molecules or ions with the total composition C5H8O2.

CARTESIAN COORDINATES (ANGSTROEM)
O (0.447892, -0.757615, 1.995749)
C (-0.274755, -0.604764, 1.053109)
C (-1.282139, 0.500447, 0.647636)
C (-1.805553, -0.508528, -0.376010)
O (-0.729457, -0.757838, -1.258461)
C (-0.781357, -1.523893, -0.050825)
H (-1.952975, 0.733513, 1.479720)
H (-0.870436, 1.415778, 0.215555)
H (-2.817597, -0.671594, -0.729660)
H (-0.771643, -2.605125, -0.134965)
C (2.168483, 0.955770, -0.562996)
H (1.777700, 1.831575, -1.086874)
H (2.258622, 1.168475, 0.506305)
H (3.149491, 0.702419, -0.970330)
H (1.483722, 0.121380, -0.727946)

Forces on atoms 1 to 3 (eV/Å):
-0.3834 0.0646 -0.4558
0.3167 -0.0548 0.4057
0.0089 0.1467 0.0403

Its highest occupied orbital energy is -9.75 eV. The calculation puts the relative energy (zero: lowest compared OMol25 entry of this formula, charge and spin) at 259.9 kJ/mol. The value obtained for the LUMO energy is 0.94 eV.

Here are the Löwdin charges for atoms 1 to 2, given in e: 0.119 -0.349

[2]
The following is a DFT calculation (ωB97M-V/def2-TZVPD) of a molecular structure, C5H8O2.

CARTESIAN COORDINATES (ANGSTROEM)
C (0.232100, 0.762059, 1.701686)
C (0.077918, 0.103279, 0.371459)
O (1.485296, -1.063633, 0.349401)
C (-0.847910, -0.863204, -0.162389)
C (-0.943957, -0.187929, -1.543235)
C (0.114188, 0.781467, -0.997955)
O (0.685714, 1.753861, -1.409216)
H (0.256852, 0.018039, 2.501580)
H (1.144761, 1.362109, 1.739753)
H (-0.627466, 1.422000, 1.866756)
H (2.133050, -0.869884, -0.351823)
H (0.467568, -1.531489, -0.084294)
H (-1.663746, -1.329263, 0.382887)
H (-0.653459, -0.771848, -2.424607)
H (-1.876142, 0.344897, -1.776802)

Forces on atoms 1 to 3 (eV/Å):
0.0339 -0.0312 -0.0070
-0.2823 0.0530 0.1089
0.1930 -0.1443 -0.2848

Its highest occupied orbital energy is -8.59 eV. The calculation puts the relative energy (zero: lowest compared OMol25 entry of this formula, charge and spin) at 401.6 kJ/mol. The value obtained for the LUMO energy is 0.27 eV.

Here are the Löwdin charges for atoms 1 to 2, given in e: -0.016 -0.302